The molecule C11H16O3Si at a distorted geometry, computed with the ωB97M-V functional and the def2-TZVPD basis.

Geometry as XYZ:
```
31
C11H16O3Si the ωB97M-V functional and the def2-TZVPD basis
C 3.22076 0.73783 -1.55755
Si 2.45938 -0.22051 0.03552
C 3.34456 -1.85386 0.08608
C 0.60000 -0.11570 -0.04913
C 0.09207 1.40169 -0.20916
C -1.04174 1.57655 0.79299
C -0.65551 0.72293 1.96141
C -0.41593 -0.58554 1.01001
C -1.84085 -0.66379 0.47727
C -2.72633 -1.44580 -0.16741
O -2.89095 -2.77963 -0.28640
O -3.73421 -0.52654 -0.69429
C -3.38620 0.67437 -0.35186
O -4.22381 1.65792 -0.81594
C -2.15500 0.71531 0.23712
H 3.05780 0.32131 -2.55524
H 2.75251 1.82775 -1.60621
H 4.36051 0.84438 -1.36957
H 3.00318 0.67930 0.99013
H 3.83241 -2.23359 -0.90677
H 4.21420 -2.04684 0.83966
H 2.66647 -2.69334 0.35943
H 0.23280 -0.61585 -0.99901
H -0.30427 1.73182 -1.20995
H 0.96943 1.96469 -0.02239
H -1.40260 2.71418 0.92040
H 0.30204 0.94387 2.46465
H -1.40289 0.37939 2.77175
H -0.07798 -1.51991 1.42166
H -3.83982 -2.94616 -0.29071
H -5.01001 1.35376 -1.27648
```

Summary:
- E_HOMO (eV) = -7.55
- energy above the lowest of the compared OMol25 structures with the same formula, charge and spin (kJ/mol) = 574.8
- molar mass (u) = 224.332
- F_max (eV Å⁻¹) = 4.41
- HOMO-LUMO gap (eV) = 8.1
- 2S+1 = 1

---

A structure of composition C11H17BCl2F2Fe at a distorted geometry, computed with the ωB97M-V functional and the def2-TZVPD basis.

Geometry as XYZ:
```
34
C11H17BCl2F2Fe the ωB97M-V functional and the def2-TZVPD basis
Fe 1.11398 0.36780 0.10192
C -0.56203 -1.22400 -0.05774
C -0.78155 -0.27971 -1.15171
C -1.08897 0.96112 -0.59697
C -1.05027 0.82871 0.82396
C -0.66381 -0.52427 1.13873
C -0.51338 -1.12567 2.51294
C -1.42369 1.90660 1.79352
C -1.48835 2.20194 -1.33695
C -0.78335 -0.60869 -2.61660
C -0.38855 -2.70799 -0.16166
H -1.23273 -1.93229 2.66638
H -0.67937 -0.38925 3.29616
H 0.47736 -1.55361 2.67913
H -1.37476 1.57071 2.82692
H -2.44653 2.23707 1.59569
H -0.79355 2.79475 1.70500
H -2.57506 2.25731 -1.43903
H -1.06256 2.22078 -2.33985
H -1.16469 3.10769 -0.82387
H -0.00652 -0.06364 -3.16135
H -1.73515 -0.32553 -3.06898
H -0.63976 -1.67247 -2.80118
H -1.30917 -3.20845 0.14884
H 0.40212 -3.07061 0.50008
H -0.16513 -3.04024 -1.17277
Cl 2.13629 -1.27735 -1.55918
C 3.63765 -1.48929 -0.60473
Cl 3.55510 -0.46270 0.84003
H 4.48228 -1.18083 -1.20487
H 3.69249 -2.52475 -0.29855
F 1.27816 3.65867 -0.09729
B 1.40730 2.42543 0.27204
F 1.74619 2.12273 1.59196
```

Summary:
- E_HOMO (alpha / beta) (eV) = -11.08 / -12.59
- energy above the lowest of the compared OMol25 structures with the same formula, charge and spin (kJ/mol) = 0.0
- net charge = +1
- molar mass (u) = 324.816
- F_max (eV Å⁻¹) = 1.15
- expectation value of S² = 8.77
- HOMO-LUMO gap (alpha / beta) (eV) = 8.0 / 8.0
- 2S+1 = 6

---

A structure of composition C11H17BCrN6O at a distorted geometry, computed with the ωB97M-V functional and the def2-TZVPD basis.

Geometry as XYZ:
```
37
C11H17BCrN6O the ωB97M-V functional and the def2-TZVPD basis
H -0.44949 2.72946 0.93503
N -0.09628 1.57617 -0.79868
B 0.59777 0.60842 -2.95921
N 0.49610 1.82421 -1.99997
C 0.89906 3.11228 -2.04845
Cr -0.81792 -0.47548 -0.29911
H 1.39171 3.50343 -2.93026
C 0.54986 3.71032 -0.82993
H 0.72092 4.73059 -0.52085
C -0.07074 2.69676 -0.07585
H 1.07196 0.93324 -4.00262
C -1.15333 -2.15115 0.07482
H -1.59427 -2.21545 1.09506
H -0.19670 -2.70178 0.16603
H -1.78412 -2.66626 -0.65878
N -0.83768 0.04293 -3.09702
N 1.41963 -0.49148 -2.23886
N -1.53728 -0.43432 -1.99088
N 0.96417 -1.06163 -1.04866
C -1.60123 -0.10737 -4.17539
C 2.62728 -0.99334 -2.54647
H -1.19482 0.20358 -5.10398
H 3.11738 -0.66052 -3.46111
C -2.82183 -0.67188 -3.79230
C 2.99549 -1.89217 -1.54228
C -2.75503 -0.86849 -2.42196
C 1.93829 -1.89299 -0.62192
H -3.63738 -0.90768 -4.42830
H 3.91513 -2.46904 -1.49221
H -3.45584 -1.27901 -1.70705
H 1.84695 -2.43598 0.31028
H -2.24462 -0.55689 0.25138
C 0.37999 0.23360 2.46327
O -0.38086 0.27348 1.31639
H -0.13829 0.92015 3.15120
H 1.39907 0.61287 2.27446
H 0.43564 -0.77923 2.89505
```

Summary:
- E_HOMO (alpha / beta) (eV) = -7.94 / -8.48
- energy above the lowest of the compared OMol25 structures with the same formula, charge and spin (kJ/mol) = 378.6
- molar mass (u) = 312.106
- F_max (eV Å⁻¹) = 9.49
- expectation value of S² = 6.02
- HOMO-LUMO gap (alpha / beta) (eV) = 8.7 / 6.3
- 2S+1 = 5

---

A structure of composition C11H17BIrN6 at a distorted geometry, computed with the ωB97M-V functional and the def2-TZVPD basis.

Geometry as XYZ:
```
36
C11H17BIrN6 the ωB97M-V functional and the def2-TZVPD basis
C -0.71317 -0.41548 2.82835
N -0.49167 -0.07442 1.52561
N -1.68553 -0.09903 0.83789
C -2.65366 -0.36408 1.72919
C -2.08032 -0.57592 2.97679
B -1.83159 0.07551 -0.69845
N -1.04647 1.36880 -1.02193
N 0.20147 1.64932 -0.48794
C 0.64670 2.79701 -1.05424
C -0.38919 3.33668 -1.82639
C -1.43983 2.42544 -1.76465
Ir 1.24003 0.58013 0.99266
N -1.11921 -1.15726 -1.38690
N 0.19450 -1.29256 -1.02793
C 0.66131 -2.38968 -1.58461
C -0.33992 -2.98173 -2.38174
C -1.46527 -2.16506 -2.23504
H 1.69070 -2.67197 -1.35138
H -2.48232 -2.18616 -2.65170
H -0.21078 -3.88478 -2.97726
H -2.97263 0.12221 -1.04947
H -2.43963 2.45884 -2.16360
H -3.67048 -0.35329 1.39974
H -0.35332 4.27696 -2.33444
H -2.56433 -0.80715 3.89702
H 1.65173 3.14249 -0.86791
H 0.13494 -0.51966 3.48682
H 2.54273 0.33849 -0.32657
C 2.98194 1.10912 0.42205
H 3.09812 2.04839 -0.11016
H 2.46237 1.34299 1.50872
H 3.89423 0.61774 0.76266
C 2.03696 -1.20332 1.61773
H 1.99029 -1.10043 2.72060
H 3.09933 -1.37682 1.31971
H 1.42194 -2.07132 1.27676
```

Summary:
- E_HOMO (alpha / beta) (eV) = -24.45 / -24.36
- energy above the lowest of the compared OMol25 structures with the same formula, charge and spin (kJ/mol) = 0.0
- net charge = +4
- molar mass (u) = 436.328
- F_max (eV Å⁻¹) = 4.68
- expectation value of S² = 8.78
- HOMO-LUMO gap (alpha / beta) (eV) = 10.1 / 5.8
- 2S+1 = 6

---

A structure of composition C11H17BN6O3OsS at a distorted geometry, computed with the ωB97M-V functional and the def2-TZVPD basis.

Geometry as XYZ:
```
40
C11H17BN6O3OsS the ωB97M-V functional and the def2-TZVPD basis
C 2.73954 -0.73908 0.41810
N 1.43034 -0.64438 0.03736
N 1.37482 0.01356 -1.19181
C 2.64549 0.20380 -1.59015
C 3.52842 -0.27008 -0.63070
B 0.07943 0.38811 -2.03873
N -0.79208 -0.92965 -1.83871
N -0.89602 -1.72689 -0.68964
C -1.68783 -2.78628 -1.01341
C -1.97119 -2.75528 -2.37697
C -1.37438 -1.61112 -2.85590
Os 0.22162 -1.94375 1.11829
N -0.49308 1.91139 -1.96539
N -1.00689 2.49572 -0.82718
C -1.34526 3.74465 -1.10733
C -1.08775 4.01651 -2.46344
C -0.55957 2.83900 -2.97118
H -1.75261 4.41446 -0.36170
H -0.22897 2.63536 -3.96548
H -1.27658 4.93447 -2.97045
H 0.41095 0.32642 -3.21839
H -1.20011 -1.26560 -3.86447
H 2.81010 0.67521 -2.53358
H -2.54772 -3.49541 -2.93355
H 4.59635 -0.22579 -0.63185
H -1.99599 -3.48437 -0.24449
H 2.98781 -1.09641 1.40855
H -1.80032 -0.47702 1.35276
C -1.51413 -1.48152 1.69230
H -2.25260 -2.24615 1.44057
H 0.58951 -3.26315 1.75622
H -1.36412 -1.43057 2.77092
C 0.44622 0.28230 4.94262
S 0.44378 0.62140 3.17777
O -0.90317 1.01625 2.82646
O 1.51690 1.53091 2.85082
O 0.86393 -0.78523 2.60577
H -0.56062 0.33955 5.36112
H 1.10334 0.99829 5.43758
H 0.82244 -0.72965 5.08729
```

Summary:
- E_HOMO (alpha / beta) (eV) = -22.94 / -22.83
- net charge = +4
- molar mass (u) = 514.405
- F_max (eV Å⁻¹) = 6.75
- expectation value of S² = 6.05
- HOMO-LUMO gap (alpha / beta) (eV) = 6.2 / 4.5
- 2S+1 = 5

---

A structure of composition C11H17BN6O3SV at a distorted geometry, computed with the ωB97M-V functional and the def2-TZVPD basis.

Geometry as XYZ:
```
40
C11H17BN6O3SV the ωB97M-V functional and the def2-TZVPD basis
C 2.92293 -0.45107 0.29488
N 1.63211 -0.62264 -0.07073
N 1.50163 -0.13357 -1.36564
C 2.73782 0.07367 -1.86822
C 3.66418 -0.10206 -0.84719
B 0.19869 0.03831 -2.19801
N -0.61691 -1.21387 -1.87287
N -0.73899 -1.83245 -0.63072
C -1.63688 -2.84584 -0.79607
C -1.86822 -3.01737 -2.16003
C -1.20503 -1.99020 -2.79967
V 0.13328 -1.59815 1.14862
N -0.52352 1.48234 -2.02577
N -1.12792 1.74741 -0.81187
C -1.46618 3.02480 -0.77600
C -1.26969 3.60798 -2.06750
C -0.66513 2.58783 -2.82057
H -1.82029 3.48106 0.15330
H -0.34034 2.58669 -3.85607
H -1.53441 4.60653 -2.35827
H 0.46809 -0.00434 -3.37638
H -1.10852 -1.74454 -3.84041
H 2.88288 0.31043 -2.90428
H -2.43567 -3.80016 -2.62407
H 4.72323 -0.00672 -0.91499
H -2.07573 -3.33631 0.06186
H 3.25782 -0.50150 1.32088
H -1.32711 -0.16126 1.52870
C -1.74868 -1.14957 1.85380
H -2.54795 -1.49952 1.18503
H -0.98794 -1.99185 2.15330
H -2.19300 -0.81757 2.80696
C 0.22214 0.73817 4.62511
S 1.02933 0.60310 3.01596
O 2.30865 1.28222 3.17324
O 1.21334 -0.90056 2.81032
O 0.11673 1.18256 2.02906
H 0.91996 0.39161 5.39179
H -0.71202 0.17135 4.67891
H 0.01734 1.80509 4.75361
```

Summary:
- E_HOMO (alpha / beta) (eV) = -15.72 / -15.73
- energy above the lowest of the compared OMol25 structures with the same formula, charge and spin (kJ/mol) = 155.9
- net charge = +2
- molar mass (u) = 375.119
- F_max (eV Å⁻¹) = 8.45
- expectation value of S² = 3.78
- HOMO-LUMO gap (alpha / beta) (eV) = 6.3 / 5.5
- 2S+1 = 4

---

A structure of composition C11H17Br2FInN2O4 at a distorted geometry, computed with the ωB97M-V functional and the def2-TZVPD basis.

Geometry as XYZ:
```
38
C11H17Br2FInN2O4 the ωB97M-V functional and the def2-TZVPD basis
C -2.46358 1.53437 -4.63491
C -1.93907 1.40550 -3.07980
Br -2.56760 2.73867 -1.72678
C -1.03464 0.28727 -2.67814
Br -0.52335 -1.01374 -4.14514
In -0.18518 -0.08024 -0.60823
C 0.46588 1.84710 0.40148
C 2.03619 2.26998 0.11703
C 2.70308 2.62754 1.59258
N 3.70499 1.69195 2.23258
O 2.39380 3.74785 2.29527
C -1.70224 -1.05258 0.83694
C -0.95870 -1.02809 2.32336
C -2.01325 -0.91729 3.58158
O -0.09784 -2.20869 2.56669
C 1.48922 -1.62250 -0.82736
O 2.70339 -1.30635 -0.31154
N 1.37102 -2.95627 -1.52927
C 0.54247 -3.96072 -0.76038
O 0.81667 -4.26153 0.52122
F -0.60075 -4.73991 -1.36723
H -3.20654 0.64108 -4.90462
H -3.06095 2.56461 -4.71730
H -1.57038 1.48314 -5.39165
H -0.18871 2.75607 -0.00043
H 0.30386 1.85895 1.58225
H 2.62061 1.45357 -0.48389
H 2.03549 3.30051 -0.48255
H 4.55996 1.68455 1.62615
H 3.26948 0.72745 2.23281
H -2.72283 -0.48090 0.84242
H -1.81211 -2.18395 0.52585
H -0.25250 -0.08788 2.39042
H -3.11277 -0.97432 3.15637
H -1.81918 -1.77314 4.38133
H -1.85200 0.13764 4.10194
H 0.73625 -1.84224 3.03069
H 1.09001 -2.87152 -2.53042
```

Summary:
- E_HOMO (eV) = -5.42
- net charge = -1
- molar mass (u) = 534.891
- F_max (eV Å⁻¹) = 9.52
- HOMO-LUMO gap (eV) = 7.8
- 2S+1 = 1